[1]
{
  "formula": "C22H20N2O2",
  "method": "ωB97M-V/def2-TZVPD",
  "e_homo_ev": -8.04,
  "de_lowest_kj_mol": 129.5,
  "homo_lumo_gap_ev": 8.699,
  "total_charge": 0,
  "smiles": "O=C(COc1ccc2ccccc2c1)NCCn1ccc2ccccc21",
  "max_force_ev_per_a": 0.63,
  "elements": ["O", "O", "N", "N", "C", "C", "C", "C", "C", "C", "C", "C", "C", "C", "C", "C", "C", "C", "C", "C", "C", "C", "C", "C", "C", "C", "H", "H", "H", "H", "H", "H", "H", "H", "H", "H", "H", "H", "H", "H", "H", "H", "H", "H", "H", "H"],
  "xyz": [[-0.46601, -3.53034, -1.11542], [-1.06485, -1.51408, 1.76829], [0.46972, -1.58485, -0.43689], [3.26703, -0.81777, -0.31980], [1.25780, -1.35581, -1.62099], [-5.29290, 1.10116, -1.77031], [4.56755, 3.06794, -0.15479], [3.97982, 0.98178, 0.83399], [-3.77016, 1.41703, 0.54996], [-3.63108, 0.24802, -0.24136], [-2.71966, -0.75550, 0.15095], [-1.97615, -0.60586, 1.29252], [-2.98073, 1.54252, 1.71396], [-4.68607, 2.41013, 0.15007], [-0.96058, -2.75260, 1.10983], [-0.30093, -2.67566, -0.27163], [-2.10807, 0.56180, 2.07717], [4.25721, 2.56513, -1.42154], [3.29041, -1.13643, 1.01234], [4.43494, 2.29258, 0.97420], [3.72423, -0.07787, 1.74826], [-4.41254, 0.11980, -1.40803], [3.80659, 1.27395, -1.59147], [-5.43252, 2.25552, -0.98521], [2.74536, -1.65555, -1.36113], [3.67120, 0.48322, -0.45618], [-4.78776, 3.29708, 0.75924], [4.91800, 4.08602, -0.06879], [0.59831, -0.95993, 0.34611], [3.85305, -0.04744, 2.81174], [0.87699, -2.02452, -2.39601], [3.57074, 0.89475, -2.57518], [4.37401, 3.20453, -2.28412], [-1.50096, 0.64249, 2.96530], [-5.88857, 0.99418, -2.66508], [-4.30300, -0.77064, -2.01051], [3.31406, -1.49364, -2.28040], [4.67660, 2.68399, 1.95124], [-0.32584, -3.37200, 1.75224], [-2.62768, -1.62904, -0.47645], [2.85371, -2.70105, -1.06054], [-6.13374, 3.02000, -1.28594], [-1.93429, -3.24709, 1.01208], [-3.08090, 2.43255, 2.31797], [1.13830, -0.31546, -1.93634], [3.00505, -2.12036, 1.33544]],
  "atomic_forces_ev_per_a": [[-0.089, -0.369, -0.131], [0.013, 0.251, 0.101], [0.288, 0.321, 0.138], [0.105, -0.091, 0.042], [0.237, -0.202, -0.164], [0.085, -0.220, -0.074], [0.075, 0.175, 0.129], [-0.097, -0.055, -0.388], [-0.023, -0.251, -0.245], [-0.063, 0.347, 0.217], [0.322, -0.286, 0.268], [-0.245, 0.011, -0.237], [0.183, -0.153, 0.111], [-0.124, 0.055, -0.120], [-0.092, -0.370, -0.122], [-0.104, 0.308, 0.389], [0.001, 0.056, 0.037], [-0.035, -0.047, -0.148], [0.097, -0.054, 0.367], [-0.004, -0.007, -0.070], [-0.089, -0.165, 0.120], [-0.124, 0.049, -0.130], [-0.029, -0.018, -0.174], [0.005, 0.212, 0.182], [-0.507, -0.057, -0.373], [0.212, 0.451, 0.292], [-0.021, 0.092, 0.046], [0.025, 0.075, 0.021], [-0.143, -0.068, -0.021], [0.011, -0.071, 0.210], [0.044, 0.143, 0.008], [-0.022, -0.014, -0.101], [0.002, 0.031, -0.074], [0.055, 0.041, 0.111], [-0.027, -0.041, -0.071], [-0.001, -0.082, -0.068], [0.025, -0.067, 0.076], [0.028, 0.059, 0.082], [-0.100, 0.045, -0.122], [0.013, -0.119, -0.049], [0.042, 0.104, -0.057], [-0.040, 0.073, 0.006], [0.129, 0.088, -0.068], [0.009, 0.077, 0.077], [0.013, -0.093, -0.038], [-0.041, -0.164, 0.016]],
  "nbo_charge": [-0.627, -0.498, -0.620, -0.361, -0.236, -0.209, -0.241, -0.033, -0.109, 0.040, -0.264, 0.274, -0.165, -0.168, -0.163, 0.647, -0.239, -0.215, -0.024, -0.195, -0.318, -0.213, -0.242, -0.226, -0.209, 0.115, 0.208, 0.211, 0.417, 0.226, 0.239, 0.210, 0.212, 0.225, 0.214, 0.209, 0.212, 0.210, 0.219, 0.211, 0.216, 0.214, 0.208, 0.214, 0.206, 0.214]
}

[2]
{
  "formula": "C4H5FN2",
  "method": "ωB97M-V/def2-TZVPD",
  "e_homo_ev": -8.15,
  "de_lowest_kj_mol": 509.8,
  "homo_lumo_gap_ev": 8.757,
  "total_charge": 0,
  "max_force_ev_per_a": 3.43,
  "elements": ["F", "N", "N", "C", "C", "C", "C", "H", "H", "H", "H", "H"],
  "xyz": [[-1.65150, 0.72415, 1.85049], [0.77523, 0.94544, -1.45857], [-0.23545, -0.03116, 0.42998], [-1.12035, 0.96662, 0.60825], [-0.10309, -1.24200, 1.17010], [0.53695, -0.11680, -0.79467], [1.09616, 1.99626, -1.95785], [0.87616, -1.53984, 1.55692], [-0.49846, -2.09099, 0.40139], [0.57025, -1.06458, -1.38381], [-0.73495, -1.19221, 2.06554], [0.48903, 2.64511, -2.48777]],
  "atomic_forces_ev_per_a": [[-0.112, 0.491, -0.549], [-0.167, 0.651, -0.111], [0.935, 0.807, -1.529], [0.737, -1.108, 0.795], [-1.786, -2.925, -0.122], [-0.854, -0.066, -0.925], [1.580, -1.316, 1.608], [0.196, 0.555, -0.668], [0.935, 1.572, 2.178], [-0.065, 0.691, 1.066], [-0.066, -0.249, -0.552], [-1.332, 0.898, -1.191]],
  "nbo_charge": [-0.381, -0.277, -0.470, 0.414, -0.433, 0.044, 0.048, 0.221, 0.197, 0.206, 0.241, 0.191]
}

[3]
{
  "formula": "C30H45B2KN11O7P2",
  "method": "ωB97M-V/def2-TZVPD",
  "e_homo_ev": [0.04, -3.49],
  "de_lowest_kj_mol": 10.8,
  "homo_lumo_gap_ev": [3.767, 7.297],
  "total_charge": -2,
  "spin_multiplicity": 2,
  "max_force_ev_per_a": 0.56,
  "elements": ["K", "P", "P", "O", "O", "O", "O", "O", "O", "O", "N", "N", "N", "N", "N", "N", "N", "N", "N", "N", "N", "C", "C", "C", "C", "C", "C", "C", "C", "C", "C", "C", "C", "C", "C", "C", "C", "C", "C", "C", "C", "C", "C", "C", "C", "C", "C", "C", "C", "C", "C", "B", "B", "H", "H", "H", "H", "H", "H", "H", "H", "H", "H", "H", "H", "H", "H", "H", "H", "H", "H", "H", "H", "H", "H", "H", "H", "H", "H", "H", "H", "H", "H", "H", "H", "H", "H", "H", "H", "H", "H", "H", "H", "H", "H", "H", "H", "H"],
  "xyz": [[-0.34539, -0.12371, -0.78933], [-1.94404, 2.43109, 0.51762], [0.65963, 1.46950, 2.11648], [-0.99584, -4.00922, 2.90555], [1.79171, -2.83359, 5.69484], [2.02327, -0.55344, -0.15376], [-0.05818, -2.34938, 4.43536], [-2.20717, -2.12955, 3.44312], [2.30618, -1.77643, 2.45840], [4.24390, -0.67424, -0.11004], [2.97217, 0.22416, -5.23011], [0.63434, 0.59984, -4.40942], [3.99452, -0.61310, -5.49737], [2.61508, 1.18929, -2.96365], [1.88637, 1.73983, -1.97904], [0.88197, -1.74608, -2.80805], [-2.91569, 0.22231, -1.57838], [-6.18078, -2.43422, -2.83533], [2.01381, -1.24939, -3.35822], [0.28074, 1.90568, -4.45777], [-5.21969, -0.20466, -2.34789], [3.05682, -2.07082, -3.10589], [-0.31277, -0.17564, -4.98695], [-2.85804, -2.70813, 2.30283], [-3.99343, -0.04252, -1.93799], [4.57676, -0.13594, -6.58792], [-1.19177, 3.57778, 1.76379], [-2.27180, -4.15956, 2.26597], [-0.90318, 1.93115, -5.04452], [3.92497, 1.47897, -2.81421], [-3.08221, -5.15406, 3.09008], [2.59340, -3.14696, -2.38499], [3.93949, 1.03058, -7.04200], [0.29823, 3.28924, 1.98504], [3.06646, -2.13618, 1.35947], [-1.33332, 0.64105, -5.40614], [-3.60339, 3.20911, 0.36925], [-2.45742, -1.88576, 1.08582], [1.91969, -3.14453, 3.30836], [-0.18940, 1.10975, 3.70024], [1.27911, -2.89121, 4.55921], [2.39907, 1.54982, 2.69888], [4.05913, 2.26529, -1.68744], [2.74051, 2.39730, -1.21391], [2.91934, 1.22254, -6.13646], [-4.36049, -2.63074, 2.50923], [-2.04326, -4.71405, 0.86960], [3.01877, -1.05956, 0.30354], [-5.68053, -1.41317, -2.58955], [1.22242, -2.88807, -2.23349], [-1.19035, 3.11896, -1.02234], [-1.02327, -2.83077, 3.64528], [2.03488, 0.16877, -3.97937], [0.87193, 3.67166, 1.13478], [-2.73553, -0.84297, 1.23931], [-1.78371, 2.79266, -1.87749], [-1.26809, 1.06783, 3.53891], [-1.41233, 2.87425, -5.17427], [4.96220, 2.69578, -1.28848], [-1.37220, -1.93011, 0.95980], [2.67615, 0.55172, 3.04488], [-1.59467, -5.70546, 0.95072], [4.12017, -2.32456, 1.61278], [-2.93157, -2.23561, 0.16837], [2.15878, 1.98345, -6.06172], [-2.98436, -4.80047, 0.32227], [5.42787, -0.65190, -7.00637], [2.52947, 2.27212, 3.50997], [0.66525, 3.80797, 2.87844], [2.38472, 2.93125, -0.34589], [-1.73827, 3.42134, 2.69927], [-4.15648, 2.69318, -0.41662], [-1.34776, 4.62222, 1.46806], [3.16107, -3.98872, -2.02637], [4.65622, 1.12106, -3.52135], [4.10961, 0.02114, -0.78249], [4.17879, 1.63525, -7.90021], [1.31476, -3.64593, 2.55114], [-3.53802, 4.27432, 0.12806], [-4.89177, -3.11098, 1.68455], [-4.15115, 3.08791, 1.30560], [-3.21545, -4.79114, 4.11046], [0.03727, 1.85847, 4.46559], [4.03788, -1.84116, -3.47997], [-2.53415, -6.09609, 3.13464], [-4.65875, -1.58220, 2.53635], [2.88186, -3.62797, 3.46820], [3.05680, 1.81528, 1.86829], [-1.21931, 4.21072, -0.94840], [-0.20465, -1.24489, -5.02366], [-2.26371, 0.34749, -5.86068], [-0.16434, 2.78902, -1.19731], [0.47239, -3.47797, -1.72726], [-4.06293, -5.33692, 2.64821], [-4.65629, -3.09682, 3.44782], [0.12067, 0.12374, 4.04946], [-1.36653, -4.08160, 0.29924], [2.68194, -3.05183, 0.86700]],
  "atomic_forces_ev_per_a": [[-0.140, 0.218, -0.259], [-0.050, 0.064, -0.027], [0.040, 0.039, 0.003], [0.004, 0.040, -0.011], [-0.028, 0.042, -0.049], [0.322, -0.378, 0.264], [-0.057, -0.074, 0.101], [-0.048, -0.044, 0.093], [0.023, 0.099, -0.023], [-0.037, -0.023, 0.028], [-0.074, 0.025, -0.036], [-0.033, -0.087, 0.043], [0.038, 0.020, 0.040], [0.028, -0.057, 0.054], [-0.018, -0.079, 0.023], [-0.064, -0.036, 0.068], [-0.148, -0.075, -0.079], [-0.013, -0.006, 0.028], [-0.057, 0.001, -0.035], [0.031, 0.023, -0.047], [-0.028, -0.022, 0.051], [0.013, 0.012, 0.001], [-0.041, 0.032, 0.013], [-0.046, -0.007, 0.002], [0.026, 0.048, -0.098], [0.008, 0.005, 0.005], [0.019, -0.028, 0.018], [0.000, -0.008, -0.050], [0.004, 0.001, 0.003], [0.004, 0.042, -0.005], [0.025, 0.020, 0.063], [0.004, -0.013, 0.002], [0.002, -0.002, 0.011], [-0.013, -0.002, -0.010], [0.030, -0.045, -0.018], [0.005, 0.003, -0.008], [0.000, -0.011, 0.011], [0.088, 0.005, -0.003], [-0.028, -0.204, 0.074], [-0.017, -0.042, -0.032], [0.060, 0.046, -0.007], [-0.018, -0.015, -0.001], [-0.007, 0.006, -0.006], [-0.003, 0.023, 0.001], [-0.014, -0.020, -0.047], [0.008, 0.008, -0.057], [-0.045, -0.015, 0.025], [0.194, 0.187, -0.089], [0.014, 0.023, -0.021], [0.018, 0.008, -0.030], [-0.144, 0.058, 0.209], [0.052, 0.099, -0.147], [0.077, 0.058, -0.013], [-0.001, -0.001, 0.001], [-0.017, 0.016, -0.006], [0.001, -0.028, 0.010], [-0.002, 0.005, 0.008], [0.001, 0.003, -0.001], [-0.001, -0.003, 0.002], [0.029, -0.043, 0.052], [-0.005, -0.001, -0.020], [-0.010, -0.006, -0.009], [0.001, -0.012, -0.010], [-0.037, 0.023, 0.011], [0.012, -0.001, -0.001], [-0.002, 0.008, 0.001], [0.000, -0.001, 0.001], [-0.004, -0.001, 0.009], [-0.005, 0.000, 0.003], [0.002, -0.009, -0.002], [0.005, -0.003, 0.002], [0.003, 0.000, -0.001], [-0.007, 0.000, -0.003], [-0.001, 0.002, 0.003], [-0.001, -0.004, -0.003], [0.014, 0.015, 0.014], [-0.003, 0.000, -0.002], [0.020, 0.050, -0.005], [-0.001, 0.002, 0.000], [0.000, 0.001, 0.000], [-0.004, 0.000, -0.001], [-0.012, 0.012, -0.008], [0.009, -0.007, 0.003], [0.000, 0.005, 0.000], [0.000, -0.002, 0.005], [-0.005, -0.003, -0.003], [0.014, 0.022, -0.017], [0.001, 0.011, -0.004], [0.078, 0.015, -0.167], [-0.009, -0.003, 0.010], [-0.002, -0.005, 0.006], [-0.022, 0.017, 0.056], [-0.001, 0.002, -0.003], [0.005, -0.007, -0.007], [0.002, -0.002, 0.002], [0.006, -0.022, 0.024], [0.015, -0.011, 0.002], [-0.034, 0.003, 0.020]],
  "mulliken_charge": [0.545, 1.122, 1.299, -0.528, -0.802, 1.194, -0.544, -0.704, -0.117, -0.775, 0.637, 1.610, -0.990, 1.139, -0.515, -0.698, -0.161, -0.664, 0.869, -1.035, -0.835, -0.064, -0.620, 2.165, 0.247, -0.371, -1.333, 1.580, -0.539, -0.351, -2.156, -0.983, -0.905, -1.040, -1.004, -0.846, -1.475, -1.373, -0.303, -1.408, -0.144, -1.188, -1.591, 0.098, -0.330, -2.197, -1.556, -0.029, 0.537, -0.572, -0.856, 1.236, -0.045, 0.181, 0.318, 0.303, 0.304, 0.455, 0.378, -0.238, 0.137, 0.535, 0.298, 0.342, 0.495, 0.344, 0.413, 0.495, 0.623, 0.078, 0.328, 0.314, 0.629, 0.432, 0.381, 0.186, 0.382, 0.262, 0.413, 0.369, 0.388, 0.390, 0.348, 0.454, 0.498, 0.427, 0.355, 0.260, 0.503, 0.479, 0.453, -0.088, 0.402, 0.350, 0.436, 0.329, -0.049, 0.277]
}

[4]
{
  "formula": "C3H9N2",
  "method": "ωB97M-V/def2-TZVPD",
  "e_homo_ev": -14.97,
  "de_lowest_kj_mol": 156.5,
  "homo_lumo_gap_ev": 9.889,
  "total_charge": 1,
  "smiles": "C=[N+](C)CN",
  "max_force_ev_per_a": 1.81,
  "elements": ["N", "N", "C", "C", "C", "H", "H", "H", "H", "H", "H", "H", "H", "H"],
  "xyz": [[-0.80466, 1.21359, 1.07275], [0.20728, -0.41191, -0.39883], [0.69837, -0.28307, -1.57023], [-1.03408, 0.34154, -0.07086], [1.04635, -0.91202, 0.73028], [-1.81352, -0.36221, 0.20972], [-1.31751, 0.93080, -0.93323], [0.81408, -1.92802, 1.02357], [-1.49963, 1.01485, 1.79313], [0.27844, 0.45919, -2.23517], [-1.04650, 2.18324, 0.88945], [1.48136, -0.97922, -1.86280], [2.07491, -0.88612, 0.38398], [0.94786, -0.13624, 1.48852]],
  "atomic_forces_ev_per_a": [[-1.021, 0.135, 0.249], [0.566, 0.954, -0.143], [-0.262, -0.818, 0.362], [-0.196, 1.058, 1.454], [0.291, -0.059, -0.672], [0.116, -0.393, -0.480], [-0.058, -0.281, -0.375], [-0.452, 0.060, 0.243], [0.479, -0.423, 0.077], [-0.218, -0.358, -0.349], [0.567, 0.017, -0.550], [0.336, 0.612, -0.020], [0.044, -0.098, -0.015], [-0.192, -0.406, 0.219]],
  "nbo_charge": [-0.836, -0.220, 0.130, -0.073, -0.439, 0.230, 0.214, 0.248, 0.387, 0.225, 0.394, 0.232, 0.231, 0.279]
}